Below is the ion C3H8N3O with charge +1 in a non-equilibrium geometry, with properties calculated with ωB97M-V with the def2-TZVPD basis set.

Output
Charge   +1
Gap between HOMO and LUMO   11.337 eV
Energy above the lowest of the compared OMol25 structures with the same formula, charge and spin   176.7 kcal/mol
Calculated total energy   -9744.80105 eV

Cartesian coordinates (Å):
O -2.437 0.252 0.997
N -3.027 0.138 -0.260
N 0.573 -0.540 -0.083
N -1.623 0.252 -0.140
C -0.812 -0.969 -0.245
C 0.691 0.724 0.697
C 0.920 0.717 -0.729
H -0.221 1.085 1.020
H -1.012 -1.673 0.525
H -0.026 0.957 -1.223
H 1.812 0.893 -1.390
H 1.036 -1.320 0.344
H 1.494 0.696 1.448
H -1.024 -1.550 -1.146
H -3.450 1.024 -0.715

In elementary charge units, the Mulliken charges are: O -0.235; N -0.524; N -0.057; N 0.230; C -0.400; C -0.382; C -0.124; H 0.226; H 0.416; H 0.255; H 0.320; H 0.322; H 0.307; H 0.348; H 0.297



Below is an isolated molecule of C6H10O in a non-equilibrium geometry, with properties calculated with ωB97M-V with the def2-TZVPD basis set.

Output
Charge   0
Gap between HOMO and LUMO   8.768 eV
Energy above the lowest of the compared OMol25 structures with the same formula, charge and spin   104.4 kcal/mol
Calculated total energy   -8426.71214 eV

Cartesian coordinates (Å):
O -0.743 -1.744 -0.491
C 1.845 -0.652 0.078
C 0.603 0.133 0.504
C -0.735 -0.670 0.433
C -1.732 0.426 0.025
C 0.319 1.420 -0.321
C -1.191 1.636 -0.494
H 0.733 0.434 1.553
H 0.760 1.359 -1.334
H -2.752 -0.006 -0.486
H 2.741 -0.021 0.141
H -0.612 -1.367 -1.371
H 2.009 -1.531 0.712
H -2.835 0.415 0.485
H 1.763 -1.005 -0.956
H -0.970 -1.132 1.396
H 0.798 2.306 0.126

In elementary charge units, the Mulliken charges are: O -0.576; C -1.440; C 0.309; C -0.164; C 0.040; C -0.510; C -0.701; H 0.301; H 0.316; H 0.035; H 0.394; H 0.379; H 0.362; H 0.101; H 0.293; H 0.438; H 0.423



Below is an isolated molecule of C4H7NO2, with properties calculated with ωB97M-V with the def2-TZVPD basis set.

Output
Charge   0
Gap between HOMO and LUMO   10.764 eV
Energy above the lowest of the compared OMol25 structures with the same formula, charge and spin   24.0 kcal/mol
Calculated total energy   -9846.24072 eV

Cartesian coordinates (Å):
O 1.398 1.063 -0.059
O 0.656 -1.008 0.265
N 2.248 -0.229 1.711
C -0.285 -0.423 -0.641
C 1.508 -0.061 0.709
C -1.678 -0.779 -0.165
C 0.071 1.069 -0.570
H 2.745 0.638 1.895
H -2.448 -0.327 -0.799
H -1.812 -0.429 0.864
H -1.807 -1.865 -0.180
H 0.066 1.577 -1.535
H -0.570 1.602 0.145
H -0.092 -0.829 -1.640

In elementary charge units, the Mulliken charges are: O -0.391; O -0.382; N -0.700; C 0.383; C 0.691; C -1.329; C -0.425; H 0.268; H 0.363; H 0.336; H 0.328; H 0.306; H 0.272; H 0.279



Below is a cluster of 2 separate species, C6H14N2O in total in a non-equilibrium geometry, with properties calculated with ωB97M-V with the def2-TZVPD basis set.

Output
Charge   0
Gap between HOMO and LUMO   9.102 eV
Energy above the lowest of the compared OMol25 structures with the same formula, charge and spin   47.2 kcal/mol
Calculated total energy   -11475.72504 eV

Cartesian coordinates (Å):
O -2.820 0.266 -1.522
N -0.401 0.794 -0.646
N 2.494 -0.152 0.219
C -2.433 1.106 -0.828
C -0.292 -1.514 0.212
C -1.037 0.390 1.643
C 1.368 0.226 1.046
C 0.000 0.354 -1.967
C -0.078 -0.034 0.524
H -0.852 -0.190 2.543
H 1.479 -0.312 1.993
H -0.161 -2.098 1.119
H 2.463 -1.137 -0.017
H -0.631 -0.482 -2.273
H -0.111 1.749 -0.470
H 2.533 0.391 -0.635
H -2.065 0.234 1.327
H -0.913 1.444 1.873
H 1.468 1.295 1.260
H -1.300 -1.672 -0.158
H -0.168 1.173 -2.666
H 1.047 0.045 -2.043
H 0.410 -1.878 -0.534

In elementary charge units, the Mulliken charges are: O -0.240; N -0.029; N -0.594; C -0.083; C -1.868; C -1.878; C -1.242; C -1.080; C 1.539; H 0.469; H 0.435; H 0.414; H 0.279; H 0.352; H 0.396; H 0.281; H 0.460; H 0.411; H 0.471; H 0.364; H 0.353; H 0.300; H 0.491



Below is an isolated molecule of C6H13NO in a non-equilibrium geometry, with properties calculated with ωB97M-V with the def2-TZVPD basis set.

Output
Charge   0
Gap between HOMO and LUMO   8.783 eV
Energy above the lowest of the compared OMol25 structures with the same formula, charge and spin   41.6 kcal/mol
Calculated total energy   -9969.36893 eV

Cartesian coordinates (Å):
O -0.703 -3.685 0.056
N 0.206 3.502 1.674
C 0.039 2.299 1.047
C 0.559 -1.657 -0.167
C -0.242 0.671 -0.880
C 0.035 2.019 -0.255
C -0.614 -2.467 -0.680
C 0.918 -0.367 -0.892
H -0.518 0.879 -1.912
H 0.397 -1.495 0.900
H 1.106 -0.592 -1.945
H 1.802 0.058 -0.423
H 1.411 -2.331 -0.222
H -1.542 -1.903 -0.628
H -1.314 -3.607 0.793
H -0.046 1.442 1.669
H 0.108 3.597 2.664
H 0.231 2.824 -0.969
H 0.133 4.349 1.139
H -0.444 -2.772 -1.706
H -1.165 0.276 -0.445

In elementary charge units, the Mulliken charges are: O -0.523; N -0.440; C 0.040; C -0.457; C -0.719; C -0.631; C -0.445; C -0.438; H 0.359; H 0.203; H 0.279; H 0.342; H 0.288; H 0.297; H 0.307; H 0.321; H 0.198; H 0.230; H 0.186; H 0.260; H 0.344